(one)
The following is a DFT calculation (the ωB97M-V functional and the def2-TZVPD basis) of a cluster of 2 separate species, C3H6 in total.

The geometry in XYZ format:
```
9
Properties=species:S:1:pos:R:3:lowdin_charge:R:1
C -2.3674 -0.1243 0.0072 -0.0600
C 2.1116 -0.3442 -0.0078 0.0091
C 1.2658 0.5144 0.0022 -0.0033
H -1.9067 -0.1089 1.0028 0.0188
H -3.0134 -1.0020 -0.1413 0.0216
H -1.5663 -0.1045 -0.7437 0.0026
H -2.9463 0.7885 -0.1533 0.0148
H 2.9591 -0.9594 0.0172 0.0036
H 0.4134 1.1114 0.0087 -0.0072
```

The HOMO energy is -10.7 eV. The value obtained for the HOMO-LUMO gap is 11.9 eV. The SMILES is C#C.C.


(two)
The following is a DFT calculation (the ωB97M-V functional and the def2-TZVPD basis) of a cluster of 2 separate species, C3H6 in total.

The geometry in XYZ format:
```
9
Properties=species:S:1:pos:R:3:lowdin_charge:R:1
C -0.2153 -1.2008 -0.6169 -0.0869
C -0.1976 -0.1229 0.2110 -0.4419
C 0.6657 1.0476 0.4647 -0.0312
H -0.8031 -2.1331 -0.2157 0.0798
H 0.0835 1.1226 -1.3292 0.2295
H -0.4230 -0.8948 -1.6713 0.0376
H -0.8659 -0.1624 1.1117 0.0872
H 1.6989 0.7766 0.8389 0.0843
H 0.0568 1.5671 1.2068 0.0415
```

The HOMO energy is -8.2 eV. The value obtained for the HOMO-LUMO gap is 7.8 eV.


(three)
The following is a DFT calculation (the ωB97M-V functional and the def2-TZVPD basis) of an isolated molecule of C3H6.

The geometry in XYZ format:
```
9
Properties=species:S:1:pos:R:3:lowdin_charge:R:1
C 0.1939 -1.2049 -0.7553 -0.0129
C 0.6709 -0.1413 -0.0890 -0.1599
C -0.3433 0.8776 0.6920 -0.0741
H 0.6888 -1.7091 -1.4770 0.0029
H -0.9406 -1.3701 -0.6779 0.0850
H 1.5398 0.3218 -0.2857 0.0309
H -1.2360 0.3437 0.5944 0.0185
H -0.4074 1.9332 0.2888 0.0881
H -0.1662 0.9491 1.7098 0.0215
```

The HOMO energy is -9.8 eV. The value obtained for the HOMO-LUMO gap is 11.1 eV. The SMILES is C=CC.


(four)
The following is a DFT calculation (the ωB97M-V functional and the def2-TZVPD basis) of an isolated molecule of C3H6.

The geometry in XYZ format:
```
9
Properties=species:S:1:pos:R:3:lowdin_charge:R:1
C -1.4376 -0.0232 -0.3695 -0.1075
C -0.5601 0.2525 0.5076 -0.1626
C 1.1715 0.0251 -0.0691 -0.0649
H -2.5606 -0.0377 -0.1964 0.0778
H -1.0898 -0.2305 -1.3943 0.0614
H -0.7433 0.4775 1.5526 0.0638
H 1.2231 -0.9570 -0.5793 0.0360
H 2.0452 0.1547 0.7044 0.0679
H 1.2600 0.8375 -0.8086 0.0281
```

The HOMO energy is -10.2 eV. The value obtained for the HOMO-LUMO gap is 11.5 eV. The SMILES is C=CC.


The calculated energies rank the structures as follows, beginning with the most stable: (three), (four), (one), (two).


(one)
The following is a DFT calculation (the ωB97M-V functional and the def2-TZVPD basis) of a cluster of 2 separate species, C2H10NO in total.

The geometry in XYZ format:
```
14
Properties=species:S:1:pos:R:3:lowdin_charge:R:1
O 0.3065 -1.4191 -2.6451 -0.0673
H -0.2854 -2.1117 -2.9802 0.0533
H -0.1373 0.4057 -0.7030 0.1634
H 1.0116 -2.0381 -2.3991 0.0466
C -1.2657 0.1181 0.9719 -0.0135
N -0.1817 0.8245 0.2499 -0.0497
C 1.1802 0.7544 0.9130 0.0141
H -0.9497 -0.8723 1.2834 0.1059
H -1.6527 0.6711 1.8375 0.1175
H -2.0578 -0.1261 0.2601 0.1101
H -0.4258 1.8068 0.1426 0.1759
H 0.9191 0.9464 1.9440 0.0991
H 1.9678 1.3417 0.3922 0.1175
H 1.5710 -0.3014 0.7327 0.1271
```

The HOMO energy is -15.5 eV. The value obtained for the HOMO-LUMO gap is 12.1 eV. Its total charge is +1.


(two)
The following is a DFT calculation (the ωB97M-V functional and the def2-TZVPD basis) of a cluster of 2 separate species, C2H10NO in total.

The geometry in XYZ format:
```
14
Properties=species:S:1:pos:R:3:lowdin_charge:R:1
N -1.8933 0.6282 -1.4398 0.2712
H -1.6597 1.3899 -2.0680 0.1416
H -1.0588 0.5637 -0.7075 0.0787
H -2.0652 -0.2408 -1.9431 0.1444
H -2.7390 0.8766 -0.9139 0.1518
C 0.4425 -0.6711 0.7796 -0.2366
O -0.0691 0.6400 0.3750 -0.1101
C 1.9430 -0.7445 0.6479 -0.0682
H -0.0609 -1.3936 0.1352 0.1180
H 0.1583 -0.8077 1.8215 0.1224
H 0.5741 1.3171 0.6234 0.1256
H 2.4259 -0.1104 1.3920 0.0889
H 2.2547 -0.3838 -0.3242 0.0832
H 2.2784 -1.7618 0.7881 0.0889
```

The HOMO energy is -15.5 eV. The value obtained for the HOMO-LUMO gap is 11.8 eV. Its total charge is +1.


The calculated energies rank the structures as follows, beginning with the most stable: (two), (one).